This record from the Open Molecules 2025 dataset describes a structure of composition C24H56N8O8Y. The level of theory is ωB97M-V/def2-TZVPD.

Properties
charge	+3
frontier orbital gap	6.80	eV

XYZ file:
```
97
Properties=species:S:1:pos:R:3:lowdin_charge:R:1
Y 0.290 -0.516 0.364 1.788
C 2.495 1.939 3.288 0.046
C 1.863 2.131 1.959 -0.536
O 1.158 1.256 1.492 -0.109
N 1.796 3.310 1.406 0.052
C 2.570 4.457 1.859 -0.024
H 2.405 0.870 3.483 0.080
H 1.848 2.501 3.961 0.107
H 3.531 2.242 3.442 0.106
H 1.332 3.352 0.510 0.114
H 2.358 5.211 1.101 0.096
H 3.640 4.252 1.836 0.101
H 2.175 4.786 2.820 0.101
C -0.398 -4.557 2.095 0.033
C -0.617 -4.121 0.617 -0.462
O -0.328 -2.913 0.321 -0.116
N -0.945 -5.049 -0.205 0.054
C -1.271 -5.029 -1.625 -0.013
H 0.025 -3.692 2.608 0.071
H 0.176 -5.477 2.208 0.097
H -1.341 -4.761 2.601 0.087
H -1.044 -5.933 0.272 0.161
H -2.358 -5.113 -1.648 0.094
H -0.715 -5.784 -2.180 0.105
H -1.044 -4.059 -2.067 0.067
C 0.608 2.951 -2.737 0.037
C -0.105 2.495 -1.473 -0.582
O -0.223 1.345 -1.189 -0.028
N -0.549 3.371 -0.670 0.041
C -0.888 4.746 -0.945 -0.018
H 1.178 3.878 -2.678 0.091
H -0.176 3.080 -3.484 0.112
H 1.325 2.197 -3.063 0.061
H -1.060 3.015 0.126 0.110
H -0.688 5.320 -0.040 0.096
H -1.921 4.912 -1.250 0.100
H -0.266 5.117 -1.759 0.089
C 0.558 -0.562 -3.932 0.039
C 1.207 -1.601 -2.931 -0.451
O 0.823 -1.553 -1.776 -0.084
N 2.123 -2.516 -3.324 0.022
C 2.687 -3.525 -2.517 -0.052
H -0.140 -1.014 -4.637 0.088
H 1.335 -0.101 -4.541 0.090
H -0.035 0.214 -3.448 0.056
H 2.653 -2.298 -4.156 0.156
H 3.487 -4.125 -2.951 0.114
H 1.861 -4.165 -2.207 0.094
H 3.130 -3.025 -1.655 0.076
C -1.750 3.043 3.035 0.047
C -2.171 2.226 1.825 -0.522
O -1.539 1.228 1.369 -0.069
N -3.224 2.639 1.207 0.037
C -3.726 2.102 0.003 -0.051
H -0.879 2.651 3.559 0.082
H -2.674 3.235 3.581 0.098
H -1.695 4.077 2.692 0.090
H -3.753 3.401 1.606 0.168
H -4.004 2.822 -0.767 0.103
H -4.599 1.476 0.190 0.098
H -3.141 1.347 -0.522 0.070
C -4.060 -1.866 -0.476 0.063
C -2.757 -1.290 -1.162 -0.394
O -1.888 -0.746 -0.433 -0.143
N -2.379 -1.571 -2.424 0.053
C -3.087 -2.383 -3.336 -0.078
H -3.867 -2.007 0.588 0.068
H -4.179 -2.901 -0.796 0.083
H -4.909 -1.206 -0.655 0.094
H -1.590 -1.091 -2.833 0.107
H -3.012 -2.243 -4.415 0.104
H -4.140 -2.137 -3.202 0.100
H -2.981 -3.465 -3.253 0.077
C 3.654 2.075 -1.537 0.037
C 3.396 0.630 -1.260 -0.439
O 2.295 0.277 -0.682 -0.133
N 4.229 -0.274 -1.677 0.057
C 5.649 -0.102 -1.984 -0.019
H 3.180 2.860 -0.948 0.082
H 3.341 2.256 -2.565 0.094
H 4.723 2.277 -1.470 0.093
H 3.950 -1.244 -1.631 0.120
H 6.106 -0.981 -2.440 0.103
H 6.112 0.197 -1.044 0.106
H 5.814 0.664 -2.742 0.096
C -2.682 -1.871 3.481 0.048
C -1.250 -1.356 3.529 -0.544
O -0.554 -1.084 2.538 -0.084
N -0.926 -1.197 4.732 0.054
C 0.070 -0.264 5.207 -0.013
H -3.067 -2.196 4.447 0.100
H -2.651 -2.696 2.768 0.073
H -3.325 -1.149 2.978 0.096
H -1.675 -1.382 5.383 0.153
H 1.020 -0.275 4.673 0.076
H 0.391 -0.695 6.155 0.102
H -0.320 0.729 5.430 0.100
```

=====

This record from the Open Molecules 2025 dataset describes the ion C3H9N3 with charge +1. The level of theory is ωB97M-V/def2-TZVPD.

Properties
2S+1	2
charge	+1
energy relative to the best compared isomer or geometry (same formula, charge and spin)	50.87	kcal per mole
frontier orbital gap (spin up / spin down)	11.36 / 7.16	eV

XYZ file:
```
15
Properties=species:S:1:pos:R:3:lowdin_spin:R:1
C -0.651 -0.488 2.473 0.010
C 0.512 -0.475 1.384 0.036
N 0.086 0.480 0.353 0.376
C 0.244 0.258 -1.019 -0.014
N -1.010 0.565 -1.753 0.142
N 1.189 -0.363 -1.623 0.411
H -0.549 0.654 2.712 0.000
H -1.526 -0.814 1.777 -0.001
H -0.654 -1.317 3.188 0.002
H 0.697 -1.455 0.975 0.006
H 1.490 -0.061 1.749 0.020
H -0.629 1.104 0.574 0.008
H -1.193 -0.297 -2.210 0.001
H -1.437 1.454 -2.120 0.000
H 1.311 0.183 -2.516 0.003
```

=====

This record from the Open Molecules 2025 dataset describes a cluster of 6 separate species, C8H28O6 in total. The level of theory is ωB97M-V/def2-TZVPD.

Properties
SMILES string	CCO.CCO.CCO.CCO.O.O
energy relative to the best compared isomer or geometry (same formula, charge and spin)	0.01	kcal per mole
frontier orbital gap	9.72	eV

XYZ file:
```
42
Properties=species:S:1:pos:R:3:lowdin_charge:R:1
C 0.093 1.247 -5.461 -0.091
C 1.087 1.381 -4.314 -0.342
O 0.822 0.482 -3.265 -0.096
H 0.298 1.993 -6.232 0.068
H -0.917 1.377 -5.070 0.070
H 0.154 0.259 -5.918 0.069
H 1.107 2.421 -3.957 0.110
H 2.115 1.215 -4.663 0.106
H 0.263 0.947 -2.628 0.022
C 0.313 3.604 2.921 -0.094
C -0.331 4.962 2.934 -0.334
O 0.590 5.859 3.554 -0.085
H 0.697 3.352 3.906 0.079
H 1.148 3.627 2.216 0.076
H -0.390 2.850 2.564 0.068
H -1.277 4.938 3.488 0.109
H -0.539 5.309 1.916 0.108
H 0.195 6.733 3.621 0.079
C -0.611 -4.505 0.337 -0.093
C -0.716 -5.998 0.580 -0.340
O -0.577 -6.672 -0.653 -0.071
H -1.521 -4.022 -0.018 0.077
H 0.128 -4.356 -0.459 0.081
H -0.219 -3.970 1.202 0.054
H -1.654 -6.258 1.086 0.108
H 0.088 -6.277 1.277 0.109
H -0.666 -7.613 -0.479 0.083
C 1.385 -0.807 0.032 -0.065
C 0.872 0.242 0.990 -0.282
O -0.569 0.382 0.905 -0.130
H 0.855 -0.672 -0.917 0.065
H 1.155 -1.829 0.335 0.061
H 2.448 -0.704 -0.174 0.081
H 1.287 1.228 0.808 0.105
H 1.054 -0.048 2.030 0.106
H -0.977 -0.382 1.330 0.050
O -0.973 1.769 -1.491 -0.052
H -1.076 1.074 -0.820 0.022
H -1.268 2.569 -1.051 0.050
O -1.046 -1.775 2.903 -0.041
H -1.467 -2.638 2.958 0.044
H -1.359 -1.294 3.675 0.056
```

=====

This record from the Open Molecules 2025 dataset describes the molecule C2H2N4. The level of theory is ωB97M-V/def2-TZVPD.

Properties
energy relative to the best compared isomer or geometry (same formula, charge and spin)	94.46	kcal per mole
frontier orbital gap (spin up / spin down)	8.15 / 8.15	eV

XYZ file:
```
8
Properties=species:S:1:pos:R:3:lowdin_charge:R:1
C -0.349 -1.311 2.260 -0.177
C -0.244 -0.352 1.105 -0.366
N -0.784 -2.196 2.842 0.170
N -0.818 -2.348 0.149 0.140
N 0.252 0.821 1.210 0.193
N -0.333 -1.228 0.022 -0.140
H 0.500 1.322 0.378 0.058
H 0.025 -0.780 -0.780 0.121
```

=====

This record from the Open Molecules 2025 dataset describes the molecule C5H8O. The level of theory is ωB97M-V/def2-TZVPD.

Properties
SMILES string	O[C@H]1[C@H]2CC[C@@H]12
energy relative to the best compared isomer or geometry (same formula, charge and spin)	86.54	kcal per mole
frontier orbital gap	10.22	eV

XYZ file:
```
14
Properties=species:S:1:pos:R:3:lowdin_charge:R:1
O 1.385 -1.500 0.113 -0.042
C 0.797 -0.746 1.124 -0.327
C 0.574 0.710 0.553 -0.153
C -0.197 0.755 -0.801 -0.136
C -1.197 -0.306 -0.293 -0.123
C -0.554 -0.231 1.083 -0.173
H 1.574 -0.489 -0.098 0.111
H 1.292 -0.765 2.093 0.152
H 0.988 1.588 1.034 0.122
H 0.330 0.541 -1.738 0.104
H -0.685 1.733 -0.899 0.111
H -2.242 0.009 -0.299 0.108
H -1.098 -1.286 -0.767 0.113
H -1.062 -0.009 2.006 0.133
```

=====

This record from the Open Molecules 2025 dataset describes the molecule C16H34O. The level of theory is ωB97M-V/def2-TZVPD.

Properties
SMILES string	CCCCCCCCCCCCCCCCO
energy relative to the best compared isomer or geometry (same formula, charge and spin)	1.38	kcal per mole
frontier orbital gap	11.18	eV

XYZ file:
```
51
Properties=species:S:1:pos:R:3:lowdin_charge:R:1
C 3.811 -3.599 5.609 -0.120
C 3.321 -3.160 4.234 -0.278
C 4.180 -2.032 3.665 -0.234
C 3.654 -1.478 2.341 -0.223
C 3.755 -2.477 1.189 -0.222
C 3.432 -1.859 -0.172 -0.222
C 1.966 -1.456 -0.318 -0.224
C 1.663 -0.923 -1.716 -0.222
C 0.183 -0.611 -1.939 -0.223
C -0.323 0.566 -1.108 -0.225
C -1.775 0.907 -1.432 -0.226
C -2.280 2.083 -0.598 -0.222
C -3.768 2.377 -0.794 -0.222
C -4.105 2.893 -2.192 -0.226
C -5.578 3.287 -2.302 -0.196
C -5.970 3.723 -3.716 -0.286
O -5.395 4.947 -4.106 -0.066
H 3.774 -2.768 6.311 0.069
H 3.192 -4.404 5.998 0.066
H 4.838 -3.952 5.552 0.071
H 2.286 -2.819 4.310 0.110
H 3.342 -4.016 3.558 0.101
H 4.213 -1.218 4.395 0.110
H 5.202 -2.391 3.527 0.112
H 4.232 -0.587 2.081 0.113
H 2.615 -1.172 2.475 0.105
H 4.774 -2.871 1.159 0.113
H 3.079 -3.315 1.365 0.106
H 3.675 -2.584 -0.953 0.110
H 4.064 -0.982 -0.331 0.114
H 1.334 -2.326 -0.120 0.122
H 1.726 -0.692 0.421 0.099
H 1.976 -1.669 -2.451 0.110
H 2.252 -0.020 -1.893 0.114
H -0.411 -1.499 -1.706 0.113
H 0.030 -0.383 -2.997 0.110
H -0.244 0.329 -0.046 0.107
H 0.305 1.439 -1.302 0.120
H -2.402 0.033 -1.237 0.120
H -1.855 1.144 -2.494 0.107
H -2.108 1.861 0.458 0.111
H -1.699 2.976 -0.843 0.114
H -4.075 3.128 -0.062 0.112
H -4.343 1.470 -0.597 0.114
H -3.471 3.757 -2.407 0.113
H -3.888 2.120 -2.932 0.111
H -5.792 4.105 -1.612 0.118
H -6.201 2.436 -2.022 0.115
H -5.704 2.930 -4.433 0.116
H -7.049 3.884 -3.769 0.115
H -4.437 4.867 -4.047 0.074
```

=====

no.,electronic energy (hartree)
1,-2025.82916
2,-283.58912
3,-772.99428
4,-296.27436
5,-270.41998
6,-705.28253